Below is C54H48ClFINO33 as an isolated structure in a non-equilibrium geometry, with properties calculated with ωB97M-V/def2-TZVPD.

```
139
C54H48ClFINO33 | OMol25 | ωB97M-V/def2-TZVPD
C 1.67005 -6.96827 2.76327
C 1.86620 -5.38563 2.33289
C 3.04954 -4.71512 3.25171
C 4.57906 -4.99243 2.70592
C 2.76054 -3.06762 3.24335
O 2.11868 -2.65815 1.94980
O 4.07871 -2.42600 3.35963
C 4.05233 -1.24701 4.24438
O 2.88945 -0.43023 3.86742
C 3.87635 -1.63901 5.85617
C 5.17051 -2.50129 6.42744
O 5.38524 -3.81104 6.15454
F 6.14919 -1.70738 7.25676
C 5.51491 -0.47369 3.99401
Cl 6.66703 -1.78656 3.38153
N 5.34201 0.72469 3.09971
I 4.98914 2.29984 4.45001
C 6.59534 1.15542 2.38966
C 6.58002 0.43620 0.75858
C 8.00901 -0.47342 0.37599
O 7.63870 1.00531 -0.24112
H 2.53927 -7.21971 3.53335
H 1.75813 -7.62168 1.78925
H 0.63567 -7.08456 3.30121
H 0.84695 -4.83693 2.61598
H 2.09535 -5.23590 1.18657
H 3.00717 -5.04447 4.38707
H 5.35695 -4.69200 3.55822
H 4.78561 -6.12977 2.45556
H 4.82952 -4.37788 1.72884
H 2.03358 -2.87945 4.14236
H 2.83289 -2.13199 1.44500
H 2.26227 -0.51362 4.67026
H 3.77898 -0.66449 6.52338
H 2.92381 -2.29613 6.04441
H 5.87303 -0.08777 5.04124
H 6.52465 2.28789 2.08784
H 7.60445 0.83592 2.87942
H 5.48435 0.00461 0.32516
H 8.57386 -0.43541 1.39889
H 7.35838 -1.34564 -0.05218
C 5.57549 7.45089 6.86300
C 5.28759 6.18420 6.55749
C 3.98382 5.57368 6.93835
O 3.74020 4.41313 6.62723
C 3.02801 6.40241 7.68952
C 3.31752 7.66799 7.99794
C 4.60967 8.28646 7.59299
O 4.83962 9.45769 7.87498
O 2.42497 8.45164 8.70606
O 6.19145 5.39189 5.87383
H 6.51838 7.90800 6.59037
H 2.09162 5.94084 7.97562
H 2.86382 9.32496 8.80213
H 5.75012 4.52054 5.77255
C -0.94162 -3.35452 -2.43011
C -1.82334 -2.49398 -2.94271
C -2.03231 -1.14882 -2.33897
O -2.83587 -0.37244 -2.84351
C -1.25516 -0.80405 -1.13824
C -0.37601 -1.66607 -0.62376
C -0.14736 -3.00002 -1.24379
O 0.68079 -3.76364 -0.75881
O 0.35572 -1.34958 0.50611
O -2.57540 -2.82114 -4.05603
H -0.77806 -4.33463 -2.86018
H -1.42973 0.16980 -0.69906
H 0.92110 -2.13381 0.67886
H -3.13631 -2.03463 -4.23226
C 1.73071 11.37280 4.03339
C 2.07172 10.81019 5.19438
C 1.32399 11.10772 6.44738
O 1.64883 10.56090 7.49547
C 0.21011 12.06610 6.37416
C -0.12854 12.63123 5.21373
C 0.60162 12.31252 3.95618
O 0.25532 12.83392 2.90149
O -1.17257 13.53483 5.13827
O 3.13347 9.92799 5.27523
H 2.26411 11.16379 3.11463
H -0.31347 12.28696 7.29548
H -1.22037 13.79993 4.19385
H 3.17737 9.65837 6.21844
C -6.07087 -3.88377 -4.07421
C -6.23862 -3.17562 -2.95569
C -7.50302 -3.25381 -2.17286
O -7.62074 -2.60584 -1.13880
C -8.57853 -4.11716 -2.68522
C -8.41186 -4.82255 -3.80562
C -7.13753 -4.76541 -4.57305
O -7.00736 -5.43946 -5.58936
O -9.41947 -5.63381 -4.29424
O -5.24153 -2.34279 -2.48207
H -5.15620 -3.83815 -4.65181
H -9.49876 -4.15101 -2.11622
H -9.05570 -6.03756 -5.11226
H -5.60310 -1.94378 -1.66089
C -2.38212 10.72707 2.20462
C -2.67002 9.46038 1.89911
C -3.97379 8.84985 2.27997
O -4.21741 7.68931 1.96885
C -4.92960 9.67858 3.03114
C -4.64009 10.94416 3.33956
C -3.34794 11.56263 2.93461
O -3.11799 12.73386 3.21659
O -5.53264 11.72781 4.04768
O -1.76616 8.66806 1.21545
H -1.43923 11.18418 1.93198
H -5.86599 9.21701 3.31724
H -5.09379 12.60113 4.14375
H -2.20749 7.79671 1.11417
C -5.68939 -5.58786 -8.56312
C -4.43108 -5.28019 -8.88362
C -3.83441 -5.71299 -10.17757
O -2.68166 -5.39900 -10.45250
C -4.66687 -6.51755 -11.08547
C -5.92402 -6.82804 -10.76325
C -6.52912 -6.37182 -9.48190
O -7.69312 -6.65746 -9.22179
O -6.71107 -7.58614 -11.61062
O -3.63489 -4.54590 -8.02397
H -6.13644 -5.27785 -7.62698
H -4.21510 -6.84066 -12.01458
H -7.57666 -7.67277 -11.15483
H -2.77137 -4.45420 -8.48246
C -0.66037 -11.10461 -9.18262
C 0.04949 -10.52781 -10.15427
C -0.10946 -9.08224 -10.47474
O 0.57039 -8.57593 -11.36043
C -1.09677 -8.31006 -9.70431
C -1.80901 -8.88786 -8.73503
C -1.63003 -10.32642 -8.39644
O -2.28602 -10.82492 -7.48796
O -2.74052 -8.16871 -8.00887
O 0.96087 -11.25343 -10.89924
H -0.55326 -12.15381 -8.93764
H -1.21508 -7.26476 -9.95943
H -3.12126 -8.80776 -7.36766
H 1.34586 -10.61296 -11.53631
```

Values from the calculation:
* gap between HOMO and LUMO: 7.6 eV
* E_tot: -5481.469122 a.u.
* F_max: 0.2025 hartree/bohr
* HOMO energy: -9.69 eV
* E_LUMO: -2.067 eV

Atom charges from the Löwdin analysis, given in e for atoms 1 to 2: number 1, C, carries -0.13; number 2, C, carries -0.22

Below is a 4-piece molecular cluster, C39H76N5O3 overall, with properties calculated with ωB97M-V/def2-TZVPD.

```
123
C39H76N5O3 | OMol25 | ωB97M-V/def2-TZVPD
C -5.64334 1.48459 2.86885
C -4.98412 1.91083 1.80074
C -3.56058 1.62912 1.54176
N -3.08709 0.46395 1.97909
N -1.86012 0.02093 1.87801
C -0.96907 0.81524 1.31627
C 0.38528 0.17852 1.21669
C -1.32343 2.11779 0.84059
C -0.31663 3.08912 0.28627
C 0.00816 4.25540 1.27689
C 1.47576 4.47618 1.69996
C 2.31346 3.23954 2.00304
C 3.72551 3.59065 2.49316
C 4.43718 2.39737 3.14803
C 4.91823 1.37772 2.09473
C 4.44186 -0.06096 2.32970
C 4.70087 -0.61034 3.74800
C 3.50769 -1.35341 4.38353
C 3.90137 -2.67071 5.04513
C 2.73499 -3.31882 5.82363
C -2.65902 2.50124 0.91046
C -3.13300 3.81527 0.34136
C -3.38136 3.73059 -1.17166
C -4.43504 2.71545 -1.60585
C -4.66678 2.73426 -3.12261
C -3.60512 1.94223 -3.89740
C -4.09137 1.50927 -5.28853
C -4.82350 0.16110 -5.25882
C -3.86750 -1.03487 -5.20433
C -3.07042 -1.23372 -6.51081
C -1.55943 -1.38795 -6.32059
C -1.16609 -2.43413 -5.27428
H -5.21486 0.82067 3.61439
H -6.65836 1.80942 3.05879
H -5.49115 2.52334 1.06799
H -3.71908 -0.19404 2.42043
H 0.85373 0.14808 2.20165
H 1.05195 0.67265 0.52004
H 0.25874 -0.85378 0.88705
H 0.57733 2.58423 -0.06561
H -0.77738 3.54131 -0.59545
H -0.32981 5.17760 0.79714
H -0.61139 4.14939 2.17460
H 1.45082 5.07409 2.61736
H 1.97449 5.10447 0.95501
H 1.80629 2.64423 2.77396
H 2.42791 2.62406 1.10835
H 4.31029 3.88579 1.61404
H 3.69458 4.44496 3.17591
H 5.27425 2.77525 3.74057
H 3.76216 1.90635 3.85855
H 6.00976 1.36656 2.02168
H 4.54209 1.68938 1.11519
H 4.97941 -0.69680 1.61889
H 3.39031 -0.15005 2.05714
H 5.01155 0.19123 4.42133
H 5.53795 -1.31429 3.69829
H 2.73661 -1.54997 3.62845
H 3.06999 -0.72701 5.16985
H 4.72183 -2.49058 5.74111
H 4.21087 -3.39912 4.28860
H 2.41951 -4.25902 5.36559
H 3.00958 -3.53281 6.85811
H 1.86073 -2.66049 5.85321
H -4.05322 4.12317 0.84134
H -2.38419 4.58192 0.54720
H -2.43589 3.46487 -1.66113
H -3.64313 4.72402 -1.54707
H -4.10739 1.70321 -1.33350
H -5.38093 2.89884 -1.08333
H -4.68253 3.76703 -3.48292
H -5.64297 2.28237 -3.32398
H -3.33186 1.04891 -3.32285
H -2.69263 2.53687 -4.00790
H -4.75947 2.27776 -5.69224
H -3.24203 1.44587 -5.97431
H -5.48522 0.14408 -4.38280
H -5.47805 0.07045 -6.13219
H -3.17835 -0.89056 -4.36489
H -4.44809 -1.93674 -4.99112
H -3.44501 -2.11008 -7.04272
H -3.25233 -0.37312 -7.16490
H -1.11670 -0.41579 -6.06911
H -1.12783 -1.68726 -7.27984
H -1.24861 -2.04188 -4.25583
H -1.80706 -3.31445 -5.35418
H -0.12602 -2.74257 -5.40285
C 4.17750 -1.33442 9.06732
O 4.17918 -1.01295 7.89388
N 3.07867 -1.34739 9.84708
C 3.12417 -1.73865 11.24004
C 1.81320 -0.95402 9.25456
H 5.09089 -1.65021 9.59741
H 2.48719 -2.60603 11.42355
H 2.79493 -0.92285 11.88638
H 4.14671 -1.99886 11.50683
H 1.56207 -1.60624 8.41700
H 1.86583 0.06836 8.87838
H 1.03533 -1.02066 10.01178
C 4.44003 -0.50699 -1.43167
O 3.70910 0.24051 -0.80323
N 5.35046 -0.09566 -2.32903
C 6.19914 -1.02336 -3.04882
C 5.48215 1.33041 -2.57626
H 4.41554 -1.60148 -1.30533
H 7.25238 -0.82982 -2.83909
H 6.03825 -0.94267 -4.12510
H 5.96559 -2.04022 -2.73910
H 5.75059 1.85622 -1.65953
H 4.54199 1.74619 -2.93942
H 6.25755 1.48754 -3.32177
C -3.49179 -4.98444 -8.19068
O -2.63995 -4.38012 -7.56540
N -4.41938 -5.78182 -7.62675
C -5.41386 -6.48435 -8.40966
C -4.40689 -5.93406 -6.18270
H -3.57525 -4.92703 -9.28822
H -6.42273 -6.18152 -8.12277
H -5.32461 -7.56408 -8.27650
H -5.27039 -6.25359 -9.46356
H -4.54594 -4.96946 -5.69231
H -3.45435 -6.34448 -5.84647
H -5.21188 -6.60530 -5.89292
```

Values from the calculation:
* gap between HOMO and LUMO: 6.9 eV
* E_tot: -2030.874707 a.u.
* F_max: 0.0124 hartree/bohr
* HOMO energy: -10.70 eV
* E_LUMO: -3.834 eV
* net charge: +1

Atom charges from the Löwdin analysis, given in e for atoms 1 to 2: number 1, C, carries 0.08; number 2, C, carries -0.08

Below is C18H42BrN3O14P4S3 as an isolated structure in a non-equilibrium geometry, with properties calculated with ωB97M-V/def2-TZVPD.

```
85
C18H42BrN3O14P4S3 | OMol25 | ωB97M-V/def2-TZVPD
C 1.97859 4.89924 -0.00600
C 2.45232 3.67769 -0.14274
C 2.97839 2.85585 0.98340
C 2.09317 1.56066 1.30196
O 0.96446 1.68950 0.48142
C -0.44401 1.83176 0.55124
C -0.87361 2.53733 -0.78124
C -0.01326 2.18537 -2.01003
C -0.83568 1.46323 -3.11124
O 0.44425 3.41779 -2.59826
P -1.58424 0.30483 0.55208
N -1.09373 -0.74140 1.80401
O -1.26579 -0.46351 -0.86905
P -1.31407 2.92119 1.82122
N -2.75667 3.24516 1.31098
O -0.50651 4.30679 2.03892
O -1.45196 2.09459 3.15623
C 2.85627 0.29926 0.70249
C 1.88264 -0.86450 0.77738
C 2.30805 -2.28426 0.33991
C 1.10088 -3.01561 -0.25048
S 1.53856 -4.70649 -0.72236
O 3.30949 0.78514 -0.56792
C 3.30681 0.19427 -1.76659
S 3.53015 1.61300 -2.97120
Br 4.85073 -0.98662 -2.16414
O 2.05333 -0.44101 -2.09760
C 2.07202 -1.35489 -3.00524
N 1.97916 -2.34975 -3.60738
P 4.40363 -0.25858 1.63193
O 5.07209 -1.32197 0.88398
O 5.46557 0.90273 1.80086
O 3.98906 -0.86718 3.02712
P 1.97821 1.62767 3.13778
O 1.27360 3.00723 3.57059
O 3.50272 1.84819 3.61734
S 1.12296 0.24570 4.14225
H 1.65038 5.42806 -0.88213
H 1.89956 5.40171 0.94605
H 2.51628 3.26784 -1.13620
H 3.02415 3.52575 1.83944
H 4.01144 2.60279 0.77269
H -0.84031 3.60689 -0.62321
H -1.89942 2.28754 -0.99913
H 0.83796 1.55883 -1.80995
H -1.85856 1.26705 -2.81982
H -0.39311 0.49019 -3.30282
H -0.75617 2.01231 -4.03917
H -0.35005 3.91171 -2.80733
H -1.87728 -0.90236 2.41730
H -0.83199 -1.63263 1.39998
H -2.10438 -0.87474 -1.09882
H -2.90245 4.24357 1.22079
H -0.85508 4.97075 1.44164
H -1.94065 2.63929 3.78525
H 1.45849 -0.95783 1.76861
H 1.06087 -0.60832 0.11579
H 2.60213 -2.84337 1.22137
H 3.14370 -2.33357 -0.34404
H 0.30039 -3.10497 0.47544
H 0.71778 -2.44705 -1.08703
H 2.23914 -4.47864 -1.83888
H 2.57277 1.32842 -3.86446
H 5.14335 1.69017 2.26059
H 4.18508 -1.80965 2.98415
H 1.53503 3.76567 3.02816
H 3.45421 1.91553 4.57910
C -3.83049 -5.10359 0.60875
C -2.66670 -4.17431 0.89161
O -2.96598 -2.83386 0.48081
H -4.06747 -5.09459 -0.45459
H -3.60281 -6.12664 0.90850
H -4.72329 -4.77443 1.14574
H -1.78214 -4.48738 0.33856
H -2.42445 -4.17461 1.95950
H -3.74235 -2.54207 0.96987
C -6.40876 -3.30816 -2.02211
C -5.69012 -2.32912 -2.93204
O -4.76603 -1.52647 -2.19911
H -6.94323 -2.77636 -1.23428
H -7.12236 -3.91583 -2.58041
H -5.69435 -3.97430 -1.53586
H -6.39813 -1.65004 -3.40303
H -5.15136 -2.86503 -3.72047
H -4.13079 -2.12254 -1.78644
```

Values from the calculation:
* gap between HOMO and LUMO: 8.1 eV
* E_tot: -7062.734047 a.u.
* F_max: 0.0536 hartree/bohr
* HOMO energy: -7.98 eV
* E_LUMO: 0.126 eV

Atom charges from the Löwdin analysis, given in e for atoms 1 to 2: number 1, C, carries 0.02; number 2, C, carries -0.16